a:
ORCA calculation (the ωB97M-V functional and the def2-TZVPD basis) on a cluster of 2 separate species, H2N2O4P in total.

## Properties
Gap between HOMO and LUMO (alpha / beta), eV: 7.42 / 6.95
Total charge: -1

Cartesian coordinates (Å):
N 0.91859 -0.96876 0.39008
N -0.97505 0.26139 -1.00516
O -0.21353 -0.05688 -1.96529
O -1.04567 0.18429 1.73542
O -2.18575 0.55147 -1.06602
O 1.13529 2.43007 0.48388
P -0.15970 0.33186 0.54527
H 1.16544 -1.40761 1.31492
H 1.36039 -1.32584 -0.43310


b:
ORCA calculation (the ωB97M-V functional and the def2-TZVPD basis) on the ion H2N2O4P with charge -1.

## Properties
Gap between HOMO and LUMO, eV: 10.06
SMILES: N[P@](=O)([O-])[N+](=O)[O-]
Total charge: -1

Cartesian coordinates (Å):
N 1.09670 -0.00949 1.01360
N -0.41999 -0.24129 -1.20147
O -1.01552 1.76508 0.39813
O 0.68991 -0.10873 -1.75060
O -1.39677 -0.48687 -1.82193
O -1.37950 -0.70857 1.21515
P -0.54721 0.34579 0.55667
H 1.86124 0.51821 0.65465
H 1.11115 -1.07414 0.93581


c:
ORCA calculation (the ωB97M-V functional and the def2-TZVPD basis) on a cluster of 2 separate species, H2N2O4P in total.

## Properties
Gap between HOMO and LUMO (alpha / beta), eV: 7.82 / 5.81
Total charge: -1

Cartesian coordinates (Å):
N -0.16164 -0.14319 0.41777
N 1.22325 -3.17995 0.75989
O -0.37699 1.03942 -0.45617
O 1.22409 -3.40365 -0.48877
O 2.24869 -3.21961 1.43855
O -0.11283 -1.92487 2.58093
P -0.43811 -2.60587 1.32950
H 0.55215 1.35818 -0.74105
H -0.60187 0.12117 1.24847


Looking at the structures above, b is most stable, and the difference to the next one is 137.2 kcal/mol.